Here is a 2-piece molecular cluster, C2H2N2OS overall at a distorted geometry from OMol25. Energies are from ωB97M-V/def2-TZVPD.

```
8
Properties=species:S:1:pos:R:3:forces:R:3
N -1.4413 1.7965 -0.3496 0.378 0.317 -0.468
C -2.5477 1.5938 0.0541 0.263 0.405 -0.386
O -3.6807 1.4702 0.2429 -0.944 -0.231 0.479
H -0.5337 1.7641 0.0442 0.322 -0.106 0.358
N 0.4130 -1.7232 -0.0576 0.967 -0.538 0.066
C -0.7790 -1.7190 -0.0626 1.079 1.214 0.549
S -2.2809 -1.3651 -0.0956 -1.514 -0.765 -0.210
H 1.1346 -1.5090 0.6264 -0.551 -0.297 -0.388
```
Positions in Å, forces in eV/Å.

Computed properties:
Energy above the lowest of the compared OMol25 structures with the same formula, charge and spin in kJ/mol: 31.7
Calculated total energy in Eh: -660.3356
SMILES: N=C=O.N=C=S
Total charge: 0
Frontier orbital gap in eV: 10.039
Max |F| in eV Å⁻¹: 1.72

Atomic partial charges in e from the Löwdin method, atoms 1 to 6: 0.19 -0.52 0.13 0.07 0.11 -0.86

Here is one molecule with the formula C4H9FN2O at a distorted geometry from OMol25. Energies are from ωB97M-V/def2-TZVPD.

```
17
Properties=species:S:1:pos:R:3:forces:R:3
N -2.1781 -1.2973 0.1893 1.278 0.868 -1.196
N -1.1703 -2.1080 0.6412 -0.125 0.743 -0.121
C 0.0455 -1.9045 0.2770 -1.236 -0.575 0.035
C 0.5235 -0.9861 -0.8051 0.556 0.684 1.517
O -0.1106 0.2786 -0.8211 -0.612 -0.053 -1.178
C -0.0714 1.0489 0.3480 1.264 -0.280 0.550
C 1.3148 1.7016 0.5662 -2.002 0.209 1.900
F 1.5218 2.6942 -0.3659 0.351 -0.309 -0.122
H -3.0930 -1.5986 0.4116 -0.495 -0.517 0.198
H -2.0791 -0.6983 -0.6664 0.158 -0.972 1.242
H 0.7619 -2.5845 0.7235 0.053 0.035 0.021
H 0.3746 -1.4635 -1.7561 -0.057 0.072 -0.655
H 1.5925 -0.8385 -0.6133 0.124 -0.172 -0.428
H -0.7836 1.8458 0.2377 -0.464 0.275 -0.174
H -0.3647 0.4248 1.2149 0.259 0.344 -0.113
H 2.0675 0.9323 0.5895 0.731 0.038 -0.436
H 1.2767 2.1814 1.5916 0.217 -0.391 -1.041
```
Positions in Å, forces in eV/Å.

Computed properties:
Energy above the lowest of the compared OMol25 structures with the same formula, charge and spin in kJ/mol: 130.4
Calculated total energy in Eh: -442.3527
SMILES: N/N=C\COCCF
Total charge: 0
Frontier orbital gap in eV: 9.851
Max |F| in eV Å⁻¹: 2.77

Atomic partial charges in e from the Löwdin method, atoms 1 to 6: 0.01 -0.04 -0.18 -0.19 -0.17 -0.20

Here is one molecule with the formula C17H14N2O5S at a distorted geometry from OMol25. Energies are from ωB97M-V/def2-TZVPD.

```
39
Properties=species:S:1:pos:R:3:forces:R:3
C 7.7310 0.6136 0.5563 0.173 -0.136 0.084
O 6.6670 1.3889 0.0562 -0.250 0.163 -0.110
C 5.4327 0.8342 -0.0227 -0.243 -0.056 -0.033
C 5.1193 -0.4719 0.3468 0.431 0.146 0.041
C 3.8223 -0.9317 0.2247 -0.354 0.207 -0.142
C 2.8192 -0.1006 -0.2653 0.611 -0.210 0.190
C 1.4644 -0.5710 -0.3904 -0.901 0.439 -0.340
N 0.4353 0.0972 -0.8154 1.564 0.693 0.106
N -0.6313 -0.7189 -0.7677 -0.785 -1.294 0.183
C -0.2011 -1.8564 -0.3095 -0.395 0.576 -0.435
S -1.1385 -3.2737 -0.0423 -0.297 -0.503 -0.012
C -2.7467 -2.4957 -0.3900 0.767 -0.179 0.125
C -2.9956 -1.3615 0.5923 -0.159 -0.007 0.011
O -2.3361 -1.2941 1.6219 -0.178 0.102 0.063
C -4.0255 -0.3965 0.2508 -0.051 0.331 0.279
C -4.8791 -0.5466 -0.8541 0.071 0.190 0.248
C -5.8241 0.3936 -1.1677 -0.247 0.154 -0.160
C -5.9463 1.5483 -0.3820 0.471 -0.363 0.281
O -6.8802 2.4558 -0.7308 -0.170 0.159 -0.082
C -5.1256 1.7198 0.7171 0.008 0.091 0.080
C -4.1720 0.7611 1.0568 -0.202 -0.238 -0.377
O -3.4325 0.9847 2.1388 0.194 0.025 0.166
O 1.1176 -1.8471 -0.0497 0.081 0.042 0.042
C 3.1331 1.2101 -0.6374 0.010 -0.220 0.075
C 4.4222 1.6679 -0.5173 0.225 -0.045 0.064
H 7.9171 -0.2647 -0.0697 -0.021 0.027 0.030
H 7.5455 0.2949 1.5867 -0.003 0.002 -0.045
H 8.6042 1.2635 0.5325 -0.039 -0.088 0.020
H 5.8758 -1.1377 0.7306 0.088 -0.023 0.027
H 3.5826 -1.9441 0.5131 0.006 -0.077 0.029
H -2.7260 -2.1339 -1.4155 -0.143 -0.003 0.054
H -3.4974 -3.2776 -0.2732 0.001 -0.015 -0.039
H -4.8063 -1.4300 -1.4672 0.022 -0.085 -0.107
H -6.4809 0.2733 -2.0132 -0.071 -0.042 -0.114
H -6.8616 3.2064 -0.1231 0.038 -0.140 -0.063
H -5.2051 2.5971 1.3429 -0.016 0.105 0.069
H -2.8105 0.2250 2.2500 -0.196 0.033 -0.121
H 2.3470 1.8437 -1.0150 -0.055 0.113 -0.048
H 4.6863 2.6749 -0.7980 0.016 0.124 -0.037
```
Positions in Å, forces in eV/Å.

Computed properties:
Energy above the lowest of the compared OMol25 structures with the same formula, charge and spin in kJ/mol: 0.0
Calculated total energy in Eh: -1540.1086
SMILES: COc1ccc(-c2nnc(SCC(=O)c3ccc(O)cc3O)o2)cc1
Total charge: 0
Frontier orbital gap in eV: 8.382
Max |F| in eV Å⁻¹: 1.71

Atomic partial charges in e from the Löwdin method, atoms 1 to 6: -0.09 -0.08 -0.27 -0.01 -0.01 -0.16

Here is C49H113N7O8 as an isolated structure at a distorted geometry from OMol25. Energies are from ωB97M-V/def2-TZVPD.

```
177
Properties=species:S:1:pos:R:3:forces:R:3
C 19.7712 -15.0577 -16.5664 0.025 0.432 0.138
C 19.4837 -14.9736 -15.0521 -0.073 -0.132 0.068
C 19.3571 -13.5350 -14.5451 -1.479 0.089 -2.771
C 18.0240 -12.8617 -15.0193 0.126 -0.627 0.149
C 16.8530 -13.6821 -14.4967 0.490 0.193 -0.138
C 16.8964 -15.1487 -14.9001 0.141 -0.164 -0.429
N 18.2714 -15.6996 -14.6834 -1.491 1.656 -0.060
O 18.3191 -17.0898 -14.8769 -3.243 13.319 -8.341
C 15.9298 -15.9665 -13.9891 1.322 0.535 -2.107
C 16.3923 -15.2656 -16.3569 0.439 -0.559 1.426
C 20.6492 -15.5924 -14.2663 0.112 -0.470 -0.396
H 19.8117 -16.0750 -16.9557 0.054 -0.138 0.287
H 20.7145 -14.5597 -16.7908 0.131 -0.021 -0.079
H 18.9916 -14.5462 -17.1309 0.048 0.067 0.035
H 19.4361 -13.3784 -13.4693 -1.128 -2.460 -3.923
H 20.1551 -12.9203 -14.9614 0.450 -0.080 -0.145
H 17.9964 -12.7428 -16.1024 0.123 0.190 -0.101
H 17.9609 -11.8830 -14.5436 0.002 0.308 -0.483
H 15.8496 -13.2841 -14.6478 -0.016 0.221 -0.582
H 16.9921 -13.6684 -13.4157 -0.128 1.042 -3.251
H 14.9345 -15.5220 -13.9830 -0.199 0.212 -0.371
H 15.8106 -16.9948 -14.3304 0.671 0.613 -0.884
H 16.1897 -15.9900 -12.9308 1.116 -0.588 -2.893
H 15.3273 -15.0581 -16.2524 -0.044 0.054 -0.748
H 16.9367 -14.5802 -17.0065 -0.373 -0.161 -0.177
H 16.5697 -16.3175 -16.5808 -0.195 0.063 -0.676
H 20.7874 -16.6062 -14.6422 0.552 0.129 -0.196
H 20.4870 -15.7285 -13.1971 -0.297 0.265 -0.227
H 21.5493 -14.9859 -14.3664 0.125 -0.147 -0.289
H 18.5838 -17.5107 -14.0557 -0.668 4.408 0.802
C 19.4987 -12.1585 -8.2860 -0.387 0.362 1.365
C 18.4212 -11.8169 -9.3226 0.328 0.454 -0.654
C 18.9730 -10.8080 -10.3265 2.018 -0.601 -1.605
C 19.9120 -11.4566 -11.4020 -0.356 1.280 1.019
C 19.1774 -12.4953 -12.1304 0.983 -0.684 1.968
C 18.6212 -13.6004 -11.2159 -1.132 0.860 0.026
N 17.9050 -12.9916 -10.0414 0.709 2.142 -3.306
O 17.4154 -13.9533 -9.2618 -1.078 -1.583 1.764
C 17.6108 -14.4302 -12.0115 -1.491 3.701 2.586
C 19.7157 -14.5855 -10.7169 1.983 3.284 2.707
C 17.2447 -11.0609 -8.7287 -0.731 -0.407 1.856
H 20.4164 -12.6337 -8.6327 -0.249 0.038 -0.228
H 19.0868 -12.7146 -7.4438 -0.214 -0.838 -0.314
H 19.7831 -11.2915 -7.6898 0.248 0.585 -0.558
H 18.1711 -10.3209 -10.8813 -0.075 0.048 0.142
H 19.6058 -10.0630 -9.8442 -0.510 0.200 0.437
H 20.8250 -11.8986 -11.0031 0.007 0.114 0.507
H 20.2513 -10.7200 -12.1303 0.024 0.354 0.152
H 19.9344 -13.0513 -12.6835 1.107 1.529 2.606
H 18.5065 -12.0926 -12.8892 -0.342 -0.015 0.860
H 16.7425 -13.9261 -12.4359 0.237 0.340 3.061
H 18.0561 -15.0751 -12.7691 -1.312 4.721 -0.021
H 17.1498 -15.1165 -11.3012 0.387 4.127 -0.639
H 20.4245 -14.1160 -10.0348 0.112 0.366 0.006
H 19.2694 -15.4571 -10.2381 0.620 0.906 1.176
H 20.2447 -15.0374 -11.5559 2.554 2.160 1.044
H 16.6621 -11.6843 -8.0504 -0.046 -0.395 -0.035
H 16.5122 -10.6371 -9.4156 0.432 -0.173 -0.416
H 17.5781 -10.2697 -8.0571 0.301 0.291 -0.232
H 18.1707 -14.5000 -9.0334 0.219 -0.485 0.740
C 18.6337 -18.7682 -17.3835 1.882 -0.526 -5.492
C 17.5367 -19.8051 -17.7600 -0.655 1.162 0.522
C 16.3652 -18.9830 -18.3710 0.066 1.400 0.941
C 16.5767 -18.6402 -19.8109 -0.677 -0.170 -1.309
C 16.7692 -19.8760 -20.6274 1.531 -1.078 0.934
C 18.0418 -20.6589 -20.1301 -0.589 0.487 -1.565
N 18.0319 -20.8247 -18.6743 -4.061 1.681 -2.113
O 19.0895 -21.4995 -18.2100 -2.466 2.660 -3.870
C 17.9672 -22.0434 -20.8420 1.178 0.634 0.559
C 19.2931 -19.9146 -20.6138 0.850 0.268 0.454
C 17.0434 -20.4675 -16.4311 -0.074 -0.957 -1.759
H 19.3577 -18.7735 -18.1983 -0.276 0.473 -0.790
H 19.2614 -19.0814 -16.5491 0.573 0.184 -6.336
H 18.3038 -17.7449 -17.2046 -0.038 -0.280 0.372
H 15.3611 -19.2363 -18.0307 -0.111 -1.177 -0.717
H 16.3734 -17.9974 -17.9056 0.427 0.044 0.533
H 17.4204 -17.9628 -19.9424 0.219 -0.061 0.202
H 15.7627 -18.1370 -20.3327 -0.458 0.417 0.727
H 16.8836 -19.6145 -21.6794 0.030 -0.359 -0.085
H 15.9548 -20.5830 -20.4694 -0.407 0.229 -0.251
H 18.8891 -22.5685 -20.5923 -0.198 -0.555 0.396
H 17.0615 -22.5865 -20.5719 0.175 -0.081 0.003
H 18.0808 -21.9470 -21.9218 -0.528 0.319 -0.085
H 19.5098 -19.9901 -21.6794 -0.245 -0.218 -0.051
H 19.3216 -18.8542 -20.3634 -0.537 0.134 -0.102
H 20.1725 -20.2602 -20.0704 0.131 -0.494 -0.105
H 16.2886 -21.2332 -16.6102 -0.688 0.524 -0.249
H 16.7809 -19.6994 -15.7037 -0.737 -0.331 0.006
H 17.8346 -21.0832 -16.0031 -0.555 0.874 -1.498
H 18.5980 -22.1619 -17.7187 0.336 -0.144 -0.068
C 15.6561 -15.9748 -11.3268 -1.285 -0.612 1.514
C 14.8028 -17.2202 -11.2257 -0.678 -0.403 0.086
C 14.9848 -18.1591 -12.4471 0.757 -0.060 -0.244
C 16.2935 -19.0105 -12.4466 -0.962 2.708 -0.156
C 16.3352 -19.8154 -11.1818 0.279 0.566 -0.535
C 16.1841 -18.9733 -9.8504 -0.210 0.382 -0.573
N 15.0133 -18.0235 -9.9907 0.297 -1.985 -1.939
O 14.8685 -17.2559 -8.8519 -0.219 0.441 0.813
C 15.8987 -19.9670 -8.6930 -0.101 1.028 -0.614
C 17.5165 -18.1962 -9.4924 -1.891 -0.920 0.030
C 13.3157 -16.7665 -11.2950 -0.312 -1.632 0.415
H 15.3734 -15.3821 -12.1968 -1.244 0.487 2.155
H 16.7033 -16.1846 -11.5446 -2.364 -2.164 0.210
H 15.6670 -15.3540 -10.4309 -0.482 -0.222 0.310
H 14.1249 -18.8081 -12.6129 -0.187 -0.046 0.383
H 15.0360 -17.4574 -13.2797 -0.879 -1.264 0.743
H 17.1358 -18.3212 -12.5070 -0.768 -0.051 0.085
H 16.4214 -19.5698 -13.3735 -0.424 -0.497 0.101
H 17.3132 -20.2932 -11.2387 -0.899 0.070 0.590
H 15.5668 -20.5466 -11.4327 -0.261 -0.426 1.249
H 15.7263 -19.3552 -7.8076 0.000 -0.279 0.195
H 15.0185 -20.5727 -8.9082 0.062 -0.057 0.019
H 16.7781 -20.5931 -8.5421 -0.029 -0.104 0.065
H 18.3569 -18.7350 -9.9299 -1.084 0.203 1.672
H 17.5294 -17.1926 -9.9177 -0.289 -0.257 0.224
H 17.5738 -18.0863 -8.4094 0.177 -0.141 0.090
H 13.0080 -16.3273 -12.2440 0.481 0.519 0.083
H 12.9294 -16.2261 -10.4308 0.389 0.439 -0.147
H 12.7622 -17.7055 -11.2994 -0.282 -0.172 0.187
H 14.0061 -17.5873 -8.5912 -0.098 0.434 0.707
C 18.7505 -21.8301 -12.9199 -0.058 -0.532 -1.082
C 18.4913 -22.0228 -14.3818 0.685 -0.040 -0.135
C 19.8189 -22.2630 -15.1703 0.087 -0.422 1.772
O 19.5791 -22.2892 -16.5028 -0.226 -2.108 2.716
C 20.5902 -22.6370 -17.3936 1.877 -1.621 0.419
N 17.4980 -23.0816 -14.5158 -0.145 -0.317 -0.349
H 17.7974 -21.7290 -12.4008 0.030 -0.291 -0.100
H 19.2902 -20.9012 -12.7356 -0.435 -1.926 -1.606
H 19.2905 -22.7093 -12.5685 0.025 0.129 0.388
H 18.0714 -21.0964 -14.7735 0.572 -0.465 1.450
H 20.3363 -23.1688 -14.8543 -0.023 -0.332 0.435
H 20.4972 -21.4247 -15.0109 0.376 -0.054 0.714
H 20.0638 -22.8556 -18.3227 1.460 -0.910 0.261
H 21.1240 -23.5162 -17.0326 0.258 -0.076 0.227
H 21.2660 -21.7989 -17.5634 0.220 -0.066 0.032
H 17.2684 -23.2872 -15.4777 0.500 -0.173 -0.470
H 16.6227 -22.6756 -14.2174 -0.267 -0.031 0.562
C 21.8513 -17.3374 -10.1845 4.810 1.776 -0.367
C 23.1625 -18.0499 -10.3707 0.838 0.205 1.756
C 24.1510 -17.3289 -11.3010 1.124 -0.753 0.191
O 25.5053 -17.8523 -11.0605 -0.772 0.873 -1.011
C 26.4105 -17.4403 -12.0942 -0.900 -0.652 -0.061
N 23.8141 -18.2377 -9.0449 0.243 0.477 0.222
H 21.2928 -17.1930 -11.1094 2.303 0.446 0.039
H 21.9697 -16.3184 -9.8161 0.495 0.220 0.558
H 21.2056 -17.9042 -9.5138 2.453 0.537 1.069
H 22.9501 -19.0889 -10.6227 0.150 -0.028 -1.007
H 24.1617 -16.2423 -11.2147 -0.018 0.310 0.978
H 23.8584 -17.3778 -12.3499 0.027 -0.896 -0.358
H 26.5171 -16.3597 -12.1897 0.046 0.195 0.304
H 26.0165 -17.8050 -13.0428 -0.004 0.017 -0.352
H 27.3815 -17.9199 -11.9709 -0.101 0.120 0.437
H 23.1726 -18.6865 -8.4069 -0.361 -0.637 -0.179
H 23.8123 -17.3199 -8.6234 0.576 0.545 0.090
C 18.6045 -16.2977 -11.8807 1.661 -7.382 -1.237
C 19.0994 -17.7900 -11.7038 -0.706 0.018 0.271
C 19.6666 -18.5476 -12.9967 0.189 0.382 2.097
O 18.6556 -18.5200 -13.9935 4.027 -16.774 7.661
C 19.1053 -19.0894 -15.1973 0.660 -0.629 4.394
N 19.9706 -17.8562 -10.5625 -6.585 2.409 -4.482
H 19.3766 -15.5609 -11.6593 -2.633 -4.310 -3.102
H 17.8555 -16.0047 -11.1450 2.599 -2.712 0.066
H 18.2158 -16.0507 -12.8687 0.735 -4.362 0.013
H 18.2600 -18.3621 -11.3085 -0.286 0.092 -1.988
H 19.8840 -19.6060 -12.8532 0.718 1.014 -0.138
H 20.5993 -18.0813 -13.3140 -0.052 0.113 -0.425
H 19.8397 -18.4292 -15.6587 0.255 0.654 1.446
H 18.3336 -19.2816 -15.9427 -0.668 0.514 4.542
H 19.6101 -20.0485 -15.0811 -0.012 0.279 0.531
H 19.5738 -17.3995 -9.7537 -0.095 0.052 -0.303
H 20.2188 -18.8031 -10.3139 0.586 2.153 -0.966
C 19.4420 -20.7319 -10.7707 0.604 -0.349 0.790
O 19.8918 -19.8375 -9.7828 -0.145 -5.962 3.398
H 18.4099 -21.0362 -10.5964 0.778 -0.475 0.494
H 19.4431 -20.2012 -11.7227 0.187 0.308 2.653
H 20.1485 -21.5587 -10.8444 -0.242 -0.141 -0.087
H 20.0642 -20.2779 -8.9474 0.051 -0.382 0.258
```
Positions in Å, forces in eV/Å.

Computed properties:
Energy above the lowest of the compared OMol25 structures with the same formula, charge and spin in kJ/mol: 4011.1
Calculated total energy in Eh: -2918.2203
Total charge: 0
Frontier orbital gap in eV: 6.200
Max |F| in eV Å⁻¹: 18.88

Atomic partial charges in e from the Löwdin method, atoms 1 to 6: 0.00 -0.46 -0.12 -0.13 -0.15 -0.42

Here is C3H3CoFO2 as an isolated structure at a distorted geometry from OMol25. Energies are from ωB97M-V/def2-TZVPD.

```
10
Properties=species:S:1:pos:R:3:forces:R:3
H -0.3057 -1.7039 -0.6316 -0.109 0.409 -0.291
F -1.5362 1.3300 -0.3357 0.714 -1.067 0.435
O 0.0152 0.5838 1.1088 3.667 -0.034 2.055
O 1.1300 -0.2341 -0.5398 2.392 0.527 1.891
C -1.0202 0.1941 0.1910 -2.244 0.854 -1.385
C -0.2417 -0.6182 -0.8259 -0.895 -0.915 -0.491
C 1.1919 0.2411 0.6573 -5.711 -0.374 -3.177
H -1.8019 -0.3336 0.7440 0.201 0.095 0.115
H -0.4721 -0.3469 -1.8596 0.209 -0.146 0.039
Co 3.0405 0.8877 1.4916 1.775 0.651 0.809
```
Positions in Å, forces in eV/Å.

Computed properties:
⟨S²⟩: 8.7560
Multiplicity: 6
Energy above the lowest of the compared OMol25 structures with the same formula, charge and spin in kJ/mol: 0.0
Calculated total energy in Eh: -1748.1916
Total charge: +2
Frontier orbital gap (spin up / spin down) in eV: 7.215 / 5.775
Max |F| in eV Å⁻¹: 6.55

Atomic partial charges in e from the Löwdin method, atoms 1 to 6: 0.19 0.17 0.15 0.11 -0.20 0.07